Molecular formula: C2H6N3S2
Method: DFT, ωB97M-V/def2-TZVPD

Geometry as XYZ:
```
13
Properties=species:S:1:pos:R:3
S -0.24 -0.72 -4.79
S 0.55 -2.04 0.26
N 1.05 1.02 -0.78
N -1.25 0.47 -2.68
N -0.74 0.03 -3.60
C -0.16 0.70 -0.34
C -0.55 -0.57 0.19
H 1.79 0.22 -0.87
H -0.81 1.53 -0.22
H 1.29 1.91 -1.11
H -0.38 -2.77 0.73
H -1.29 -0.83 -0.50
H -1.06 -0.53 1.14
```

Results
- ΔE to the lowest compared entry with this formula, charge and spin: 240.90 kJ/mol
- Spin multiplicity: 1
- HOMO level: -13.55 eV
- Maximum force: 0.1053 Eh/bohr
- Net charge: +1
- Lowest unoccupied orbital energy: -0.1848 hartree


Molecular formula: C2H6N4
Method: DFT, ωB97M-V/def2-TZVPD

Geometry as XYZ:
```
12
Properties=species:S:1:pos:R:3
N -1.55 -1.22 -0.19
N -1.93 0.23 -0.08
N 1.18 -0.26 0.29
N 0.45 0.75 0.00
C 2.49 -0.40 -0.06
C -0.93 0.98 0.07
H 3.11 -1.43 -0.25
H 3.10 0.55 -0.61
H -2.13 -1.67 0.50
H -0.56 -1.19 0.32
H 1.02 1.61 -0.22
H -0.96 2.17 0.03
```

Results
- ΔE to the lowest compared entry with this formula, charge and spin: 505.25 kJ/mol
- Spin multiplicity: 1
- HOMO level: -8.57 eV
- Maximum force: 0.1449 Eh/bohr
- Lowest unoccupied orbital energy: 0.0177 hartree
- SMILES string: C=NN/C=N\N


Molecular formula: C2H6N4
Method: DFT, ωB97M-V/def2-TZVPD

Geometry as XYZ:
```
12
Properties=species:S:1:pos:R:3
N 0.32 -1.56 -0.64
N -0.04 2.82 0.30
N -0.01 -0.74 0.51
N -0.48 1.58 0.73
C -0.03 -2.75 -0.64
C 0.08 0.58 0.18
H -0.72 -3.12 0.15
H 0.88 3.05 -0.17
H 0.96 0.83 -0.56
H -0.86 -1.01 1.00
H 0.35 -3.32 -1.52
H -0.44 3.66 0.65
```

Results
- ΔE to the lowest compared entry with this formula, charge and spin: 350.99 kJ/mol
- Spin multiplicity: 1
- HOMO level: -7.75 eV
- Maximum force: 0.0835 Eh/bohr
- Lowest unoccupied orbital energy: 0.0415 hartree
- SMILES string: C=NN/C=N/N


Molecular formula: C2H6N4
Method: DFT, ωB97M-V/def2-TZVPD

Geometry as XYZ:
```
12
Properties=species:S:1:pos:R:3
N 1.40 -1.09 -0.10
N -1.02 1.83 0.16
N -0.27 0.88 -0.37
N 1.66 0.15 0.18
C -0.76 -0.41 -0.51
C 0.19 -1.40 -0.61
H 2.20 0.04 1.00
H -1.96 1.57 0.20
H 0.17 -2.52 -0.64
H -0.91 2.73 -0.25
H 1.80 -1.89 0.51
H -1.84 -0.70 -0.58
```

Results
- ΔE to the lowest compared entry with this formula, charge and spin: 547.88 kJ/mol
- Spin multiplicity: 1
- HOMO level (alpha / beta): -7.17 / -7.17 eV
- Maximum force: 0.0644 Eh/bohr
- Lowest unoccupied orbital energy (alpha / beta): 0.0337 / 0.0336 hartree


Molecular formula: C2H6N4
Method: DFT, ωB97M-V/def2-TZVPD

Geometry as XYZ:
```
12
Properties=species:S:1:pos:R:3
N -0.43 0.39 0.12
N 1.22 3.56 0.17
N 2.15 4.12 -0.07
N 0.23 3.18 0.69
C -0.44 -0.75 1.03
C -0.03 0.08 -1.06
H 0.26 -1.01 -1.26
H -1.55 -1.01 1.28
H -0.41 2.40 0.40
H 0.07 -0.39 2.05
H 0.08 0.79 -1.78
H 0.06 -1.64 0.54
```

Results
- ΔE to the lowest compared entry with this formula, charge and spin: 377.17 kJ/mol
- Spin multiplicity: 1
- HOMO level: -9.46 eV
- Maximum force: 0.0864 Eh/bohr
- Lowest unoccupied orbital energy: 0.0327 hartree


Molecular formula: C2H6N4
Method: DFT, ωB97M-V/def2-TZVPD

Geometry as XYZ:
```
12
Properties=species:S:1:pos:R:3
N 3.46 0.19 0.16
N -0.81 0.75 0.97
N -0.49 0.75 -1.26
N -0.79 -1.34 0.05
C -0.41 -0.04 -0.12
C 2.34 -0.05 0.36
H -0.40 -2.00 -0.57
H -0.14 1.42 1.24
H -1.23 -1.69 0.90
H -1.08 0.18 1.72
H -0.52 0.21 -2.10
H 0.05 1.62 -1.35
```

Results
- ΔE to the lowest compared entry with this formula, charge and spin: 12.62 kJ/mol
- Spin multiplicity: 3
- HOMO level (alpha / beta): -5.26 / -9.53 eV
- Maximum force: 0.0573 Eh/bohr
- Lowest unoccupied orbital energy (alpha / beta): 0.0327 / -0.1441 hartree


Molecular formula: C2H6N4
Method: DFT, ωB97M-V/def2-TZVPD

Geometry as XYZ:
```
12
Properties=species:S:1:pos:R:3
N 2.01 -0.98 0.46
N -1.50 -0.73 -0.85
N -1.34 1.18 0.61
N 0.75 0.95 -0.49
C -1.61 0.28 -0.08
C 1.47 0.17 0.16
H -0.77 -1.35 -0.62
H -2.03 -0.67 -1.72
H -1.99 1.75 1.22
H 2.95 -0.77 0.98
H 1.57 -1.85 0.74
H 0.49 2.02 -0.41
```

Results
- ΔE to the lowest compared entry with this formula, charge and spin: 285.90 kJ/mol
- Spin multiplicity: 1
- HOMO level: -20.88 eV
- Maximum force: 0.1157 Eh/bohr
- Net charge: +2
- Lowest unoccupied orbital energy: -0.3721 hartree


Molecular formula: C2H6N4O
Method: DFT, ωB97M-V/def2-TZVPD

Geometry as XYZ:
```
13
Properties=species:S:1:pos:R:3
O -0.45 -0.24 0.12
N 1.04 -0.51 -1.83
N 0.89 0.43 1.89
N 0.30 1.68 2.04
N -1.31 -0.79 -1.91
C 0.57 -0.41 1.02
C -0.14 -0.55 -1.23
H 1.87 -0.34 -1.16
H 0.03 1.69 3.06
H -2.17 -0.37 -1.62
H 1.01 -1.39 1.05
H -1.05 -0.85 -2.95
H -0.59 1.67 1.49
```

Results
- ΔE to the lowest compared entry with this formula, charge and spin: 245.22 kJ/mol
- Spin multiplicity: 1
- HOMO level: -9.45 eV
- Maximum force: 0.0643 Eh/bohr
- Lowest unoccupied orbital energy: 0.0262 hartree
- SMILES string: [H]/N=C(/N)O/C=N\N


> Look up the maximum force of the seventh one.

0.1157 Eh/bohr